DFT (the ωB97M-V functional and the def2-TZVPD basis) results for 14 unconnected molecules or ions with the total composition C37H102F6N7O15 at a distorted geometry.

Each line ends with the Mulliken charge.
Atoms and positions in Å:
N (3.564, -17.171, 3.855)  -0.493
H (4.232, -17.785, 3.411)  0.374
H (3.662, -16.971, 4.841)  0.384
H (2.668, -17.620, 3.734)  0.329
H (3.556, -16.314, 3.321)  0.378
C (-0.030, -21.392, 3.537)  -0.214
O (1.185, -21.559, 4.231)  -0.223
O (0.049, -20.030, 3.057)  -0.922
C (-0.369, -22.534, 2.522)  0.831
F (0.635, -22.876, 1.764)  -0.299
F (-0.808, -23.604, 3.126)  -0.290
F (-1.303, -22.200, 1.618)  -0.293
C (1.069, -22.287, 5.449)  -0.203
C (2.544, -22.486, 5.864)  -1.228
H (2.977, -23.144, 5.111)  0.297
H (3.031, -21.520, 6.003)  0.255
H (2.621, -23.038, 6.801)  0.406
H (0.497, -23.213, 5.402)  0.299
H (0.539, -21.630, 6.139)  0.348
H (-0.795, -21.453, 4.311)  0.259
C (1.826, -17.030, 10.159)  -0.103
O (0.622, -16.280, 10.407)  -0.227
O (2.637, -16.424, 9.191)  -0.938
C (2.394, -17.469, 11.548)  0.794
F (1.482, -18.200, 12.205)  -0.263
F (3.460, -18.253, 11.459)  -0.287
F (2.727, -16.393, 12.245)  -0.263
C (-0.411, -16.366, 9.436)  -0.330
C (-1.515, -15.354, 9.948)  -1.097
H (-1.918, -15.640, 10.919)  0.255
H (-1.078, -14.360, 10.043)  0.265
H (-2.321, -15.344, 9.215)  0.371
H (-0.943, -17.317, 9.470)  0.296
H (-0.131, -16.280, 8.387)  0.355
H (1.522, -18.010, 9.792)  0.177
C (-8.151, -10.915, 9.783)  -0.471
O (-8.993, -11.090, 8.568)  -0.511
H (-7.553, -10.008, 9.698)  0.217
H (-8.824, -10.787, 10.631)  0.233
H (-7.452, -11.738, 9.930)  0.234
H (-9.727, -11.664, 8.797)  0.298
C (9.591, -22.746, 12.477)  -0.459
O (10.319, -22.853, 11.265)  -0.492
H (9.123, -21.761, 12.486)  0.196
H (8.837, -23.526, 12.575)  0.240
H (10.241, -22.928, 13.333)  0.229
H (10.765, -23.703, 11.293)  0.284
C (-5.573, -17.469, 4.752)  -0.511
O (-4.418, -16.728, 4.368)  -0.500
H (-5.892, -18.170, 3.981)  0.241
H (-5.429, -18.007, 5.689)  0.242
H (-6.397, -16.775, 4.915)  0.210
H (-3.754, -17.371, 4.113)  0.317
C (1.560, -16.422, 18.376)  -0.487
O (1.424, -17.337, 19.460)  -0.505
H (2.164, -15.545, 18.611)  0.242
H (2.095, -16.953, 17.590)  0.215
H (0.650, -16.086, 17.877)  0.248
H (0.840, -17.036, 20.160)  0.287
C (0.206, -11.477, 13.433)  -0.479
O (1.108, -11.900, 12.476)  -0.491
H (0.294, -12.175, 14.266)  0.228
H (0.517, -10.495, 13.791)  0.208
H (-0.821, -11.549, 13.076)  0.223
H (1.039, -12.840, 12.298)  0.309
C (7.940, -8.764, 12.536)  -1.302
C (8.556, -10.213, 12.595)  0.471
C (7.718, -11.149, 13.546)  -0.868
O (7.760, -10.737, 14.952)  -0.351
C (6.653, -11.184, 15.653)  -0.688
N (8.461, -10.584, 11.207)  -0.729
H (8.552, -8.105, 11.920)  0.345
H (7.820, -8.377, 13.548)  0.328
H (6.935, -8.815, 12.117)  0.336
H (9.592, -10.184, 12.933)  0.290
H (8.105, -12.162, 13.435)  0.378
H (6.731, -11.401, 13.158)  0.464
H (5.776, -10.664, 15.267)  0.291
H (6.819, -10.985, 16.712)  0.223
H (6.595, -12.251, 15.437)  0.314
H (9.266, -10.144, 10.785)  0.280
H (8.764, -11.547, 11.201)  0.221
C (6.071, -27.939, 19.140)  -1.418
C (4.825, -27.550, 19.889)  0.668
C (3.675, -26.852, 19.099)  -0.721
O (4.157, -25.608, 18.500)  -0.319
C (3.274, -24.926, 17.624)  -0.743
N (4.315, -28.727, 20.593)  -0.755
H (6.332, -27.099, 18.496)  0.325
H (5.840, -28.731, 18.428)  0.364
H (7.001, -28.145, 19.669)  0.393
H (5.049, -26.878, 20.718)  0.221
H (2.800, -26.732, 19.739)  0.317
H (3.383, -27.509, 18.280)  0.327
H (2.229, -24.882, 17.933)  0.290
H (3.397, -25.471, 16.689)  0.313
H (3.727, -23.952, 17.439)  0.247
H (3.645, -28.428, 21.288)  0.244
H (5.099, -29.153, 21.065)  0.249
C (9.672, -15.754, 7.135)  -1.402
C (10.193, -16.792, 8.119)  0.462
C (10.411, -16.213, 9.536)  -0.719
O (11.345, -15.139, 9.450)  -0.291
C (12.141, -14.993, 10.582)  -0.752
N (9.263, -17.879, 8.227)  -0.752
H (9.384, -16.248, 6.207)  0.412
H (10.444, -15.034, 6.867)  0.317
H (8.746, -15.345, 7.539)  0.310
H (11.124, -17.241, 7.774)  0.286
H (10.652, -17.070, 10.165)  0.391
H (9.512, -15.820, 10.010)  0.342
H (12.655, -15.931, 10.792)  0.320
H (11.567, -14.632, 11.435)  0.266
H (12.930, -14.278, 10.351)  0.255
H (9.499, -18.432, 9.038)  0.256
H (8.401, -17.450, 8.535)  0.298
C (-1.876, -9.112, 2.939)  -1.248
C (-2.199, -10.205, 3.917)  0.371
C (-2.697, -9.605, 5.196)  -0.836
O (-1.658, -8.784, 5.778)  -0.313
C (-2.035, -8.256, 6.984)  -0.800
N (-3.170, -11.040, 3.269)  -0.753
H (-1.486, -8.206, 3.402)  0.352
H (-2.799, -8.713, 2.519)  0.308
H (-1.176, -9.546, 2.226)  0.283
H (-1.254, -10.689, 4.164)  0.348
H (-3.009, -10.343, 5.935)  0.467
H (-3.690, -9.160, 5.129)  0.358
H (-2.198, -9.021, 7.743)  0.329
H (-2.910, -7.607, 6.973)  0.305
H (-1.138, -7.762, 7.357)  0.262
H (-4.025, -10.515, 3.388)  0.294
H (-3.426, -11.852, 3.813)  0.275
C (-4.069, -23.045, 10.593)  -1.487
C (-3.028, -23.591, 11.597)  0.399
C (-2.468, -22.512, 12.567)  -0.714
O (-3.505, -22.085, 13.446)  -0.298
C (-3.059, -20.993, 14.221)  -0.778
N (-3.717, -24.663, 12.250)  -0.742
H (-3.705, -22.380, 9.809)  0.400
H (-4.801, -22.411, 11.094)  0.306
H (-4.559, -23.885, 10.100)  0.370
H (-2.232, -23.933, 10.937)  0.297
H (-1.946, -21.693, 12.073)  0.469
H (-1.752, -23.029, 13.205)  0.350
H (-2.114, -21.242, 14.702)  0.318
H (-3.896, -20.906, 14.914)  0.245
H (-3.012, -20.078, 13.631)  0.303
H (-4.627, -24.394, 12.596)  0.291
H (-3.227, -24.880, 13.106)  0.272
C (-7.751, -17.141, 12.276)  -1.254
C (-8.659, -17.125, 13.563)  0.582
C (-8.337, -15.965, 14.495)  -0.729
O (-6.924, -16.048, 14.804)  -0.252
C (-6.387, -15.103, 15.632)  -0.759
N (-10.063, -17.119, 13.142)  -0.734
H (-7.728, -16.196, 11.734)  0.312
H (-8.090, -17.851, 11.521)  0.361
H (-6.697, -17.313, 12.495)  0.318
H (-8.521, -18.015, 14.178)  0.189
H (-9.048, -15.980, 15.321)  0.294
H (-8.418, -15.021, 13.956)  0.360
H (-5.330, -14.919, 15.437)  0.228
H (-6.522, -15.502, 16.637)  0.270
H (-6.956, -14.174, 15.599)  0.315
H (-10.687, -17.202, 13.931)  0.241
H (-10.114, -17.943, 12.560)  0.256

The HOMO energy is -3.95 eV. For the HOMO-LUMO gap, the calculation gives 4.377 eV. Its charge is -1. The total energy comes out at -97458.9131 eV.